# C38H116FN2O22Zr

A structure of composition C38H116FN2O22Zr at a distorted geometry (wB97M-V/def2-TZVPD, OMol25).

Each line ends with the Mulliken charge.
CARTESIAN COORDINATES (ANGSTROEM)
1 Zr -0.102 -3.734 -0.978  0.9016
2 C 2.037 -7.041 2.584  -1.6787
3 C 0.594 -6.588 2.379  1.3457
4 C -0.218 -6.948 3.632  -1.1847
5 C 0.119 -6.106 4.839  -0.6637
6 C -0.332 -4.688 4.546  -1.1581
7 C 0.436 -4.145 3.291  1.3375
8 N 0.402 -5.142 2.189  0.6145
9 O 0.720 -4.624 0.917  -0.1309
10 C 1.900 -3.857 3.673  -1.8875
11 C -0.292 -2.808 2.964  -1.3067
12 C -0.020 -7.406 1.248  -1.9187
13 H 2.700 -6.708 1.775  0.3036
14 H 2.165 -8.096 2.810  0.4091
15 H 2.551 -6.407 3.314  0.3360
16 H -0.050 -8.005 3.856  0.4974
17 H -1.285 -6.909 3.393  0.2816
18 H 1.145 -6.303 5.143  0.3243
19 H -0.533 -6.493 5.629  0.4350
20 H -0.065 -4.018 5.364  0.3785
21 H -1.406 -4.710 4.367  0.3048
22 H 2.011 -2.815 3.986  0.4787
23 H 2.582 -3.943 2.829  0.1507
24 H 2.268 -4.479 4.488  0.4116
25 H 0.114 -2.371 2.044  -0.4005
26 H -0.016 -2.103 3.748  0.8307
27 H -1.361 -2.782 2.760  -0.1348
28 H 0.577 -7.386 0.331  0.2363
29 H -1.011 -7.033 0.990  0.3626
30 H -0.042 -8.478 1.447  0.4342
31 C 0.480 -0.347 -2.835  -1.4455
32 C 0.633 0.388 -1.492  2.0951
33 C 0.133 1.843 -1.785  0.5422
34 C -0.096 2.632 -0.494  1.2524
35 C -1.109 1.986 0.468  -1.5213
36 C -0.685 0.528 0.716  2.4238
37 N -0.245 -0.200 -0.486  0.4611
38 O 0.025 -1.557 -0.309  4.1564
39 C -1.951 -0.117 1.310  -0.5430
40 C 0.435 0.600 1.773  -0.7684
41 C 2.107 0.446 -1.069  0.1969
42 H 0.975 0.225 -3.621  0.1160
43 H -0.584 -0.475 -3.041  -0.3512
44 H 0.919 -1.344 -2.781  -0.2244
45 H -0.803 1.645 -2.313  -0.6633
46 H 0.823 2.355 -2.454  -0.6010
47 H -0.557 3.547 -0.880  -0.0609
48 H 0.804 2.950 0.031  -0.7021
49 H -2.129 2.129 0.100  0.1162
50 H -1.133 2.587 1.380  -0.1374
51 H -2.116 0.376 2.266  -0.8216
52 H -1.903 -1.205 1.336  -1.4011
53 H -2.817 0.133 0.691  0.8762
54 H 0.034 0.816 2.765  1.0452
55 H 1.231 1.318 1.574  -0.4621
56 H 1.012 -0.325 1.867  -0.5484
57 H 2.686 -0.452 -1.313  -0.3321
58 H 2.295 0.404 0.008  -0.5482
59 H 2.653 1.340 -1.370  -0.3634
60 F 0.475 -3.577 -2.947  -0.7872
61 C 3.344 3.986 0.471  -1.1331
62 O 4.059 4.363 -0.660  -0.6163
63 H 2.662 3.154 0.236  0.5431
64 H 3.998 3.688 1.285  0.4535
65 H 2.572 4.721 0.740  0.4941
66 H 3.577 4.372 -1.493  0.2336
67 C 0.849 -2.537 -6.281  -0.7497
68 O 1.825 -2.825 -5.279  -0.5554
69 H 1.286 -2.488 -7.279  0.2946
70 H 0.037 -3.262 -6.322  0.3561
71 H 0.482 -1.515 -6.155  0.2643
72 H 1.327 -3.200 -4.544  0.2752
73 C -3.075 1.114 -4.769  -0.0077
74 O -4.405 0.701 -4.563  -0.5411
75 H -2.376 0.566 -4.141  -0.1257
76 H -2.744 0.948 -5.801  0.4130
77 H -2.972 2.194 -4.637  0.0581
78 H -5.036 1.105 -5.161  0.3118
79 C -2.208 5.712 1.697  -0.4716
80 O -3.206 5.789 2.699  -0.5721
81 H -2.078 4.742 1.203  0.0529
82 H -2.225 6.468 0.912  0.5068
83 H -1.285 5.833 2.271  0.2106
84 H -4.049 6.071 2.331  0.3050
85 C -2.546 -4.544 1.215  -0.2648
86 O -2.015 -3.454 0.462  0.4582
87 H -3.565 -4.887 1.013  0.4103
88 H -1.938 -5.413 0.974  -0.3882
89 H -2.572 -4.332 2.283  0.3232
90 H -2.642 -2.710 0.426  -0.7911
91 C 3.613 0.937 -5.729  -0.2966
92 O 3.181 -0.229 -6.439  -0.5521
93 H 3.949 1.654 -6.474  0.3940
94 H 2.844 1.348 -5.078  -0.0738
95 H 4.487 0.675 -5.126  0.2088
96 H 2.985 -0.940 -5.817  0.2964
97 C -4.958 2.472 2.031  0.3287
98 O -5.804 2.611 0.883  -0.5525
99 H -4.083 3.118 1.959  -0.1450
100 H -5.481 2.741 2.948  0.4219
101 H -4.603 1.440 1.963  -0.1582
102 H -6.575 2.047 0.962  0.2695
103 C 0.143 6.301 -1.012  -0.0515
104 O -0.906 6.361 -1.950  -0.5027
105 H 1.009 5.920 -1.574  0.0007
106 H 0.535 7.246 -0.633  0.5000
107 H 0.033 5.552 -0.232  -0.0717
108 H -0.805 6.966 -2.684  0.3053
109 C -5.619 -2.718 0.830  -1.0355
110 O -4.558 -1.773 0.801  -0.0862
111 H -6.615 -2.315 1.012  0.2766
112 H -5.664 -3.384 -0.031  0.3487
113 H -5.357 -3.376 1.665  0.3531
114 H -4.499 -1.276 1.627  0.0592
115 C -2.882 -1.816 -1.891  -0.9572
116 O -1.889 -2.850 -2.122  -0.5128
117 H -2.574 -1.141 -1.096  0.1832
118 H -3.049 -1.192 -2.767  0.2946
119 H -3.807 -2.309 -1.597  0.3919
120 H -2.028 -3.105 -3.044  0.2723
121 C 3.653 0.185 3.398  0.3866
122 O 3.337 1.165 4.362  -0.5903
123 H 3.662 0.562 2.374  -0.1441
124 H 4.655 -0.221 3.569  0.4054
125 H 2.936 -0.640 3.440  -0.2672
126 H 2.960 0.732 5.131  0.3155
127 C -0.541 4.402 -4.732  -0.4155
128 O 0.644 4.768 -5.453  -0.5598
129 H -1.063 5.198 -4.191  0.2555
130 H -1.284 4.179 -5.504  0.5020
131 H -0.420 3.569 -4.044  0.0247
132 H 0.379 5.084 -6.319  0.3349
133 C 3.096 -2.867 0.170  0.0934
134 O 2.189 -3.145 -0.892  -0.0439
135 H 2.804 -3.477 1.025  -0.7087
136 H 4.108 -3.194 -0.066  0.5331
137 H 3.061 -1.847 0.553  -0.1686
138 H 2.746 -3.098 -1.704  0.3998
139 C 5.767 1.166 -0.437  -0.3979
140 O 6.247 0.260 0.549  -0.5195
141 H 6.356 0.941 -1.328  0.3034
142 H 4.684 1.203 -0.557  -0.0372
143 H 5.967 2.198 -0.134  0.4681
144 H 6.919 0.695 1.076  0.3052
145 C -2.069 2.850 4.480  -0.2630
146 O -2.991 3.929 4.585  -0.5727
147 H -2.050 2.335 3.513  -0.1976
148 H -1.074 3.141 4.815  0.3102
149 H -2.496 2.125 5.180  0.3497
150 H -2.908 4.542 3.824  0.3308
151 C -4.102 -0.327 4.498  -0.5207
152 O -5.054 -1.174 3.811  -0.5079
153 H -3.919 -0.778 5.473  0.4762
154 H -3.175 -0.323 3.931  0.0831
155 H -4.518 0.679 4.544  0.2925
156 H -5.644 -1.464 4.510  0.2834
157 C 4.771 -1.813 -3.446  -0.5982
158 O 3.699 -2.707 -3.132  -0.3934
159 H 5.657 -2.052 -2.855  0.3982
160 H 5.091 -1.982 -4.475  0.3926
161 H 4.517 -0.789 -3.168  0.0062
162 H 2.959 -2.447 -3.699  0.2541
163 C -3.278 3.615 -2.055  0.3130
164 O -4.641 3.754 -1.691  -0.6190
165 H -2.762 2.655 -2.079  -0.3554
166 H -3.056 4.185 -2.959  0.2097
167 H -2.755 4.282 -1.356  0.0434
168 H -4.734 3.623 -0.741  0.2795
169 C 2.140 4.162 2.997  0.1791
170 O 1.321 3.170 3.581  -0.3892
171 H 2.688 3.827 2.115  -0.6804
172 H 1.565 5.053 2.742  0.2571
173 H 2.848 4.512 3.755  0.4563
174 H 1.804 2.338 3.665  0.2267
175 C 2.895 3.610 -3.687  -0.4091
176 O 2.386 4.766 -3.023  -0.6741
177 H 3.784 3.269 -3.156  0.5759
178 H 2.169 2.793 -3.629  -0.2552
179 H 3.102 3.858 -4.726  0.4523
180 H 1.688 5.111 -3.591  0.2246

Atomic forces in eV per Å
Zr 2.15 5.81 3.75
C 1.30 1.66 -0.15
C -0.11 -0.30 0.39
C 0.17 -0.65 -0.23
C -1.48 -0.73 0.32
C 1.86 -0.31 -0.72
C -0.63 -0.06 0.19
N -1.86 0.26 -0.43
O -0.94 0.37 -2.32
C 0.13 0.89 0.09
C 1.36 0.16 -1.18
C 0.41 0.24 -1.11
H -0.47 -0.71 -0.75
H -0.04 0.00 -0.07
H -0.51 -0.51 0.82
H 0.22 -0.01 -0.05
H -0.04 0.36 0.04
H 0.08 0.54 0.02
H 0.30 0.04 0.30
H -0.33 0.11 0.05
H -0.03 0.22 0.03
H -0.04 -0.05 0.25
H -0.16 -0.30 -0.01
H -0.05 -0.10 -0.07
H 0.22 -0.06 0.08
H -0.37 -0.03 0.16
H -0.01 -0.55 0.64
H 0.11 0.43 0.02
H -0.11 -0.32 0.15
H -0.29 0.12 0.54
C 0.20 -0.44 0.80
C 0.43 1.15 -0.36
C 0.01 -1.56 1.33
C -1.24 1.03 -0.83
C 1.02 0.48 -1.34
C 0.04 -0.18 1.30
N -1.43 0.03 -1.71
O -0.05 -2.66 0.10
C 0.20 0.03 -0.68
C 0.63 -0.70 0.53
C 1.01 -0.73 0.96
H -0.06 -0.03 -0.10
H 0.01 0.14 -0.21
H 0.07 0.15 -0.12
H -0.24 0.61 0.03
H -0.05 -0.12 0.16
H 0.10 0.30 0.38
H 0.07 -0.35 -0.19
H 0.03 -0.58 -0.47
H 0.40 -0.48 0.36
H -0.04 -0.46 0.23
H 0.26 0.19 0.62
H 0.08 0.05 -0.13
H -0.05 0.16 -0.05
H -0.44 0.44 -0.21
H -0.44 -0.32 -0.13
H -0.14 0.11 -0.81
H -0.69 0.35 0.16
H -0.15 -0.04 -0.53
F -0.52 -1.13 1.59
C -1.43 -0.14 -2.08
O 1.54 0.05 -0.18
H 0.49 -0.53 0.20
H 0.42 0.37 -0.38
H 0.86 0.57 0.05
H -0.63 0.19 0.43
C 0.07 0.90 -0.55
O -0.21 -0.11 -0.35
H 0.45 -0.42 0.18
H 0.00 -0.02 0.25
H -0.41 -0.12 0.29
H 0.02 -0.12 0.17
C -0.08 0.80 -1.31
O 0.07 -0.84 0.74
H -0.30 0.02 0.34
H -0.06 -0.26 -0.05
H 0.16 -0.03 0.46
H 0.29 0.27 -0.17
C 1.38 -0.01 0.32
O -0.38 0.21 -0.75
H -0.66 -0.20 0.07
H -0.39 0.19 0.20
H 0.15 0.19 -0.28
H 0.00 -0.12 -0.03
C -0.51 -0.99 0.40
O 0.08 -0.69 -0.61
H -0.12 0.75 -0.80
H 0.29 0.23 0.49
H 0.56 0.00 -0.03
H -0.17 0.00 0.04
C 0.47 -0.97 -0.17
O -0.17 0.35 0.07
H -0.25 0.13 0.02
H -0.14 0.09 -0.13
H 0.04 0.20 0.16
H 0.02 0.05 0.04
C -0.31 -0.63 -0.62
O 0.41 0.93 -0.16
H -0.19 0.20 -0.32
H 0.09 -0.32 0.12
H 0.16 -0.03 0.89
H 0.02 -0.06 0.14
C 2.48 -0.02 -1.61
O -1.61 -0.57 0.81
H 0.16 -0.08 0.36
H -0.77 0.23 0.32
H -0.91 0.25 0.07
H 0.65 0.34 0.29
C 0.31 -0.83 1.65
O 0.35 0.17 -1.25
H 0.13 0.36 -0.13
H 0.37 0.58 -0.45
H -0.61 -0.21 0.09
H -0.47 -0.30 0.25
C -0.64 0.30 0.75
O -0.02 -0.16 -0.74
H 0.39 -0.30 -0.02
H 0.17 -0.31 -0.23
H -0.07 0.12 -0.10
H 0.49 -0.17 0.01
C 0.40 -1.02 -0.07
O -0.30 0.55 -0.27
H -0.20 0.47 0.19
H -0.05 -0.03 0.05
H 0.03 -0.03 -0.12
H 0.09 0.00 0.07
C -1.35 0.42 -1.30
O 0.10 -0.05 1.11
H 0.79 0.32 0.22
H -0.15 -0.74 0.25
H 0.46 -0.09 -0.23
H 0.04 0.08 0.01
C -0.18 -0.74 1.63
O 0.01 -0.44 -0.69
H -0.16 -0.08 -0.26
H 0.00 0.32 -0.42
H -0.03 0.24 -0.63
H -0.28 0.15 -0.32
C 1.05 0.94 0.37
O -0.77 -0.39 0.40
H -0.66 0.28 -0.47
H 0.05 -0.90 -0.10
H 0.28 0.02 -0.16
H 0.01 0.07 -0.02
C -0.92 0.03 0.97
O 0.25 -0.09 -0.78
H 0.11 0.35 -0.25
H 0.14 -0.13 -0.27
H 0.45 -0.23 0.08
H -0.15 -0.27 0.61
C -0.48 -0.45 -0.34
O 0.41 0.12 0.07
H 0.19 0.44 0.15
H -0.01 0.01 0.00
H 0.26 0.08 0.33
H -0.30 -0.17 -0.31
C 0.51 -0.36 0.41
O -0.09 0.13 0.36
H -0.26 -0.33 0.26
H -0.28 0.52 -0.18
H -0.09 0.13 -0.49
H 0.13 -0.15 -0.26
C 0.60 2.37 1.02
O 0.02 -0.79 -0.76
H -0.70 -0.42 0.03
H -0.56 -0.47 -0.49
H 0.61 -0.47 0.21
H -0.15 -0.25 -0.02
C 0.50 -0.15 0.96
O -0.89 0.02 -0.26
H -0.98 -0.16 1.68
H -0.44 -0.24 -0.11
H 0.34 0.03 -0.13
H 0.38 0.27 0.11
C -0.33 0.15 0.06
O 0.14 -0.39 0.07
H 0.16 0.15 -0.16
H 0.08 0.05 -0.28
H 0.20 -0.29 -0.01
H 0.03 0.15 -0.10

Summary:
E_LUMO: -3.961 eV
Molecular weight: 1063.560 Da
Net charge: +1
HOMO energy: -9.71 eV
Largest force on an atom: 7.24 eV/A

=====

# C38H20IrN8O4PS7Se

A structure of composition C38H20IrN8O4PS7Se at a distorted geometry (wB97M-V/def2-TZVPD, OMol25).

Each line ends with the Mulliken charge.
CARTESIAN COORDINATES (ANGSTROEM)
1 Ir 0.571 -0.401 0.059  1.8408
2 Se 1.660 3.383 6.572  0.2232
3 N 0.631 1.996 6.140  -0.8838
4 C 0.786 1.791 4.861  0.7658
5 C 0.089 0.741 4.117  0.7291
6 C -0.843 -0.118 4.692  -0.6477
7 C -1.472 -1.058 3.905  -1.2025
8 C -1.161 -1.118 2.549  -0.3802
9 N -0.284 -0.295 2.004  0.0787
10 C 0.342 0.621 2.760  0.0021
11 C 1.282 1.515 2.077  -0.4697
12 N 1.447 1.315 0.756  -0.0702
13 C 2.231 2.127 0.058  -0.0064
14 C 2.933 3.167 0.664  -1.2352
15 C 2.792 3.366 2.020  -0.6590
16 C 1.940 2.531 2.744  0.7887
17 C 1.699 2.680 4.181  0.7093
18 N 2.271 3.594 4.914  -0.8767
19 H -1.062 -0.026 5.748  0.5314
20 H -2.202 -1.739 4.314  0.4533
21 H -1.628 -1.827 1.884  0.7965
22 H 2.306 1.931 -1.002  0.5016
23 H 3.587 3.778 0.063  0.4939
24 H 3.324 4.154 2.536  0.5425
25 S -6.879 3.917 -0.895  -0.2708
26 C -5.539 3.123 -0.354  0.1192
27 S -4.223 3.874 0.454  -0.1174
28 C -3.192 2.470 0.710  0.0730
29 C -3.721 1.269 0.217  -0.0657
30 S -3.048 -0.280 0.210  -0.2075
31 S -5.294 1.427 -0.551  -0.0814
32 S -1.721 2.754 1.490  -0.2148
33 O 1.469 -2.565 1.017  -0.7774
34 C 0.572 -3.010 0.269  0.6260
35 O -0.232 -2.227 -0.343  -0.6047
36 C 0.375 -4.469 0.046  0.0420
37 C -0.494 -4.901 -0.949  -0.2681
38 C -0.673 -6.258 -1.160  -0.6366
39 C 0.024 -7.147 -0.363  0.0770
40 C 0.900 -6.738 0.627  -0.5581
41 C 1.076 -5.382 0.827  -0.3776
42 N -0.171 -8.594 -0.577  1.0122
43 O 0.444 -9.354 0.140  -0.6248
44 O -0.934 -8.934 -1.454  -0.6173
45 H -1.008 -4.167 -1.557  0.4907
46 H -1.335 -6.630 -1.927  0.4901
47 H 1.425 -7.475 1.216  0.4812
48 H 1.759 -5.012 1.580  0.5137
49 N 2.037 -0.633 -1.189  -1.1081
50 C 3.080 -0.735 -1.670  1.0742
51 C 4.343 -0.648 -2.221  -0.1775
52 C 4.794 -1.568 -3.195  0.1110
53 N 5.159 -2.301 -4.009  -0.6320
54 C 5.086 0.506 -1.868  0.1313
55 N 5.633 1.472 -1.548  -0.6003
56 S -0.115 -1.942 -3.568  -0.4924
57 P -0.108 -0.004 -3.439  1.8163
58 S -0.311 0.993 -1.570  -0.4303
59 C -1.501 0.799 -4.279  0.2074
60 C -1.414 0.971 -5.660  -0.7172
61 C -2.483 1.512 -6.355  -0.6077
62 C -3.639 1.879 -5.675  -0.5367
63 C -3.730 1.700 -4.304  -0.5381
64 C -2.663 1.158 -3.599  -0.0557
65 C 1.394 0.744 -4.157  0.0310
66 C 2.423 -0.064 -4.616  -0.6102
67 C 3.595 0.504 -5.103  -0.6732
68 C 3.728 1.882 -5.144  -0.4682
69 C 2.691 2.697 -4.700  -0.7454
70 C 1.528 2.132 -4.204  -0.4415
71 H -0.511 0.682 -6.185  0.3983
72 H -2.415 1.649 -7.426  0.3754
73 H -4.472 2.305 -6.220  0.3753
74 H -4.629 1.984 -3.771  0.4229
75 H -2.739 1.005 -2.530  0.0286
76 H 2.311 -1.141 -4.576  0.5620
77 H 4.401 -0.139 -5.433  0.5230
78 H 4.642 2.326 -5.518  0.3821
79 H 2.793 3.775 -4.734  0.4179
80 H 0.727 2.769 -3.847  0.4495

Atomic forces in eV per Å
Ir 1.04 -0.11 0.92
Se 0.04 0.04 0.11
N -0.05 -0.06 -0.07
C -0.11 -0.14 -0.02
C 0.08 0.13 0.18
C -0.11 -0.08 0.07
C 0.11 0.06 -0.06
C -0.13 -0.09 0.20
N -0.03 0.32 -0.77
C 0.10 0.18 -0.07
C -0.32 -0.14 0.06
N 0.09 -0.38 -0.02
C 0.17 0.10 -0.01
C -0.11 -0.09 0.09
C 0.03 0.01 -0.10
C 0.07 0.20 0.24
C 0.08 0.05 -0.16
N -0.02 -0.03 -0.10
H 0.00 0.00 0.00
H -0.02 -0.02 0.01
H 0.01 -0.04 0.00
H 0.01 -0.01 0.01
H 0.01 0.01 -0.02
H -0.01 0.01 0.00
S 0.11 -0.02 0.06
C -0.16 -0.08 -0.15
S 0.11 0.07 0.07
C 0.45 0.41 0.30
C 0.09 -0.82 -0.18
S -0.42 0.63 0.00
S -0.07 0.03 -0.03
S -0.38 -0.15 -0.20
O -0.36 0.44 -0.17
C 0.00 0.11 0.10
O -0.14 -0.20 -0.20
C 0.07 -0.10 0.07
C 0.00 0.01 -0.01
C -0.05 -0.03 -0.06
C 0.01 0.07 0.02
C 0.04 -0.10 0.04
C -0.03 0.08 -0.05
N 0.03 0.24 0.02
O 0.08 -0.19 0.09
O -0.11 -0.12 -0.12
H 0.00 0.00 0.01
H 0.01 0.01 0.01
H -0.01 0.02 -0.01
H 0.00 0.00 0.01
N 0.06 -0.33 -0.46
C 0.19 0.24 -0.18
C 0.25 -0.16 0.09
C 0.06 -0.02 0.12
N 0.01 0.00 0.06
C -0.03 -0.04 -0.03
N 0.00 -0.01 0.00
S -0.05 0.04 0.03
P 0.09 0.18 0.48
S -0.43 -0.35 0.37
C 0.10 0.03 -0.09
C -0.11 0.07 0.03
C 0.00 0.00 0.01
C 0.01 0.01 -0.06
C 0.03 0.00 0.05
C -0.06 -0.05 -0.13
C -0.12 -0.10 -0.10
C -0.06 0.06 -0.12
C -0.06 0.11 -0.17
C -0.01 -0.02 -0.02
C -0.05 0.00 0.03
C 0.08 0.07 -0.01
H 0.01 0.00 0.00
H -0.01 0.00 -0.01
H -0.01 0.00 0.00
H -0.02 0.00 0.00
H -0.01 -0.01 -0.04
H -0.02 0.00 0.00
H -0.04 0.04 -0.01
H 0.01 0.00 0.01
H 0.00 0.00 0.00
H -0.02 -0.01 0.01

Summary:
E_LUMO (spin up / spin down): 0.383 / 0.363 eV
Molecular weight: 1179.250 Da
Relative energy (zero: lowest compared OMol25 entry of this formula, charge and spin): 42.7 kcal/mol
2S+1: 2
Net charge: -1
HOMO energy (spin up / spin down): -4.74 / -5.70 eV
Largest force on an atom: 1.40 eV/A